DFT (ωB97M-V/def2-TZVPD) results for a molecular structure, C25H35N6O2SY.

The calculation puts the LUMO energy at -5.54 eV. The net charge is +2. For the energy above the lowest of the compared OMol25 structures with the same formula, charge and spin, the calculation gives 0.3161 eV. The highest occupied orbital energy is -13.60 eV. As for the spin multiplicity: 1. The HOMO-LUMO gap comes out at 8.06 eV.

Element x y z (Å)
Y  -0.1801  -0.6184  0.5338
C  3.3853  -0.1062  1.8379
C  2.5184  1.1265  2.0378
N  1.0665  0.8300  2.1582
C  0.6903  0.4689  3.5417
C  -0.8192  0.3841  3.6640
N  -1.4315  -0.6403  2.7727
C  -1.5661  -1.9652  3.4532
C  -0.3701  -2.9058  3.3116
C  -0.4211  -3.8212  2.0997
N  -0.2154  -3.1286  0.7973
C  1.0067  -3.6085  0.0907
C  2.2382  -2.8511  0.5347
N  2.1154  -1.4353  0.1158
C  3.3433  -0.6569  0.4214
H  3.1377  -0.8839  2.5670
H  4.4163  0.1755  2.0574
H  2.6468  1.7983  1.1860
H  2.8420  1.6732  2.9277
H  0.5844  1.7056  1.9566
H  1.0590  1.2187  4.2484
H  1.1710  -0.4719  3.8068
H  -1.2362  1.3563  3.3986
H  -1.0959  0.1962  4.7040
H  -2.3871  -0.3309  2.6103
H  -2.4520  -2.4567  3.0453
H  -1.7688  -1.7863  4.5115
H  -0.3563  -3.5482  4.1948
H  0.5771  -2.3597  3.3377
H  -1.3897  -4.3246  2.0801
H  0.3300  -4.6050  2.2104
H  -0.9857  -3.3809  0.1833
H  0.8564  -3.4603  -0.9795
H  1.1369  -4.6802  0.2543
H  3.1262  -3.3025  0.0829
H  2.3681  -2.8962  1.6189
H  2.0538  -1.4488  -0.9066
H  3.3977  0.1674  -0.2929
H  4.2138  -1.2926  0.2401
O  -0.8792  -1.8415  -1.5117
S  -0.2104  -0.9044  -2.4683
O  1.0139  -1.4026  -3.0295
N  -0.0419  0.3183  -1.4804
C  0.1501  1.6687  -1.7232
C  0.8464  2.2351  -2.7570
C  0.9175  3.6414  -2.8688
C  0.2931  4.4527  -1.9667
C  -0.4412  3.8913  -0.8930
C  -1.1764  4.6651  0.0300
C  -1.9135  4.0368  0.9983
C  -1.8672  2.6379  1.0838
N  -1.1626  1.8642  0.2771
C  -0.4947  2.4894  -0.7490
C  -1.3271  -0.4337  -3.7339
C  -2.5901  0.0262  -3.3771
C  -3.4574  0.4356  -4.3715
C  -3.0569  0.3867  -5.7053
C  -1.7948  -0.0740  -6.0465
C  -0.9159  -0.4877  -5.0550
H  1.3319  1.6082  -3.4941
H  1.4711  4.0705  -3.6926
H  0.3335  5.5292  -2.0639
H  -1.1694  5.7447  -0.0521
H  -2.5209  4.5917  1.6985
H  -2.4458  2.1428  1.8563
H  -2.8903  0.0520  -2.3371
H  -4.4467  0.7882  -4.1157
H  -3.7386  0.7067  -6.4816
H  -1.4928  -0.1160  -7.0835
H  0.0705  -0.8581  -5.2997

=====

DFT (ωB97M-V/def2-TZVPD) results for a molecular structure, C25H36CaF4N3O2.

The calculation puts the LUMO energy at 2.60 eV. The net charge is -1. For the energy above the lowest of the compared OMol25 structures with the same formula, charge and spin, the calculation gives 0.0000 eV. The highest occupied orbital energy is -4.25 eV. As for the spin multiplicity: 1. The HOMO-LUMO gap comes out at 6.85 eV.

Element x y z (Å)
Ca  0.3991  0.6688  -0.8662
C  -1.9663  -3.2279  -0.9894
C  -1.3409  -2.9817  0.3717
N  -1.9624  -1.8912  1.1303
C  -3.3817  -2.1067  1.4028
C  -3.7348  -3.3653  2.1949
C  -1.1926  -1.6075  2.3478
C  -0.1644  -0.4833  2.1841
N  0.7714  -0.6588  1.0913
C  1.7993  -1.4987  1.2164
C  2.5992  -1.7179  0.0588
F  2.2312  -1.0402  -1.0695
C  3.6902  -2.5390  0.0048
F  4.3665  -2.6532  -1.1544
C  4.1125  -3.2561  1.1149
C  3.3619  -3.0787  2.2597
F  3.7180  -3.7451  3.3797
C  2.2620  -2.2486  2.3304
F  1.6357  -2.1644  3.5350
H  -1.4140  -4.0121  -1.5084
H  -1.9255  -2.3355  -1.6119
H  -3.0065  -3.5532  -0.9230
H  -0.2950  -2.7108  0.2347
H  -1.3441  -3.9129  0.9628
H  -3.9169  -2.1171  0.4501
H  -3.7427  -1.2262  1.9423
H  -3.5056  -4.2728  1.6354
H  -4.8024  -3.3785  2.4229
H  -3.1889  -3.4069  3.1393
H  -0.6923  -2.5149  2.7125
H  -1.8871  -1.2986  3.1367
H  0.3189  -0.3307  3.1549
H  -0.7206  0.4401  1.9837
H  4.9719  -3.9062  1.0865
C  0.4935  3.3188  -0.3029
C  1.5181  2.7297  0.4775
C  2.5126  2.2413  -0.4015
C  2.0988  2.5187  -1.7253
C  0.8513  3.1844  -1.6657
C  0.0908  3.6915  -2.8565
C  2.8352  2.2021  -2.9957
C  3.7834  1.5674  0.0269
C  1.5961  2.6776  1.9738
C  -0.7081  4.0412  0.2342
H  -0.1272  2.8965  -3.5767
H  0.6461  4.4683  -3.3930
H  -0.8643  4.1315  -2.5611
H  3.5831  1.4207  -2.8489
H  3.3601  3.0770  -3.3963
H  2.1554  1.8522  -3.7773
H  4.5252  2.2863  0.3931
H  4.2475  1.0168  -0.7932
H  3.6106  0.8536  0.8377
H  2.0395  1.7385  2.3152
H  0.6099  2.7505  2.4396
H  2.2035  3.4915  2.3863
H  -1.5776  3.9502  -0.4225
H  -0.5216  5.1139  0.3597
H  -0.9998  3.6627  1.2184
N  -2.0001  0.9877  -0.2355
C  -2.7729  1.4198  -1.4102
C  -3.0458  0.2812  -2.3740
C  -1.8337  -0.2918  -3.1371
O  -2.0803  -1.0458  -4.0754
O  -0.6791  0.0493  -2.7137
H  -2.2961  0.0776  0.1204
H  -2.0833  1.6618  0.5169
H  -2.2019  2.1977  -1.9238
H  -3.7312  1.8634  -1.1101
H  -3.7739  0.6026  -3.1207
H  -3.5167  -0.5549  -1.8442

=====

DFT (ωB97M-V/def2-TZVPD) results for a molecular structure, C25H36N4O7PS2V.

The calculation puts the LUMO energy (spin up / spin down) at -2.38 / -2.46 eV. The net charge is +1. For the energy above the lowest of the compared OMol25 structures with the same formula, charge and spin, the calculation gives 1.2546 eV. The highest occupied orbital energy (spin up / spin down) is -10.47 / -10.78 eV. As for the spin multiplicity: 4. The HOMO-LUMO gap (spin up / spin down) comes out at 8.09 / 8.32 eV.

Element x y z (Å)
V  -0.9428  -1.1871  -0.3410
C  0.0095  -2.0714  3.8495
C  0.1554  -2.7164  2.5027
C  -0.9470  -2.9458  1.6896
C  -0.7829  -3.5078  0.4128
C  0.4861  -3.8307  -0.0514
C  1.5862  -3.6340  0.7733
C  1.4154  -3.0937  2.0326
H  0.4108  -1.0538  3.8126
H  0.5649  -2.6197  4.6106
H  -1.0352  -2.0157  4.1536
H  -1.9425  -2.8000  2.0921
H  -1.6533  -3.8342  -0.1469
H  0.6103  -4.2718  -1.0300
H  2.5750  -3.9006  0.4262
H  2.2779  -2.9529  2.6727
S  -5.3287  -1.8760  -0.6200
C  -5.0502  -0.9123  0.7656
C  -3.7222  -0.7365  0.9468
N  -2.9215  -1.3483  0.0066
C  -3.6536  -1.9960  -0.8693
H  -5.8653  -0.5291  1.3555
H  -3.2670  -0.1762  1.7469
H  -3.2507  -2.5380  -1.7108
C  1.1401  1.6955  -1.8608
O  -0.2028  1.9462  -1.4287
P  -1.0572  1.1500  -0.3468
O  -0.8450  2.1121  0.9384
C  -1.4691  1.8167  2.1822
O  -2.5238  1.6950  -0.7123
C  -3.1691  1.5859  -1.9826
H  1.2169  2.1035  -2.8662
H  1.3750  0.6340  -1.8690
H  1.8432  2.2041  -1.2034
H  -1.1003  2.5417  2.9035
H  -1.2049  0.8078  2.5173
H  -2.5525  1.9200  2.1016
H  -4.0923  2.1546  -1.9093
H  -3.3917  0.5486  -2.2283
H  -2.5428  2.0200  -2.7618
O  0.6104  -1.6719  -2.1032
C  -0.3486  -1.2829  -2.7933
O  -1.4153  -0.8555  -2.2190
C  -0.3341  -1.2970  -4.2819
C  0.5517  -2.1043  -4.9861
C  0.5151  -2.1339  -6.3725
C  -0.3900  -1.3455  -7.0650
C  -1.2512  -0.5350  -6.3442
C  -1.2456  -0.5035  -4.9655
N  -2.2175  0.3133  -7.0622
O  -2.1736  0.3093  -8.2722
O  -3.0051  0.9526  -6.3938
H  1.2695  -2.7022  -4.4394
H  1.1973  -2.7708  -6.9180
H  -0.4392  -1.3484  -8.1441
H  -1.9369  0.1332  -4.4350
C  1.8952  4.5002  3.4295
C  2.6279  3.6236  2.4222
N  1.8692  2.4307  2.0424
C  2.2082  1.1408  2.1579
S  1.6054  -0.0025  1.0397
N  3.0437  0.7007  3.1112
C  3.4198  1.2738  4.4023
C  4.9257  1.4554  4.5289
H  2.4961  5.3801  3.6596
H  1.6948  3.9680  4.3599
H  0.9428  4.8398  3.0213
H  3.6045  3.3248  2.7923
H  2.7999  4.1966  1.5095
H  1.1268  2.5786  1.3707
H  3.3139  -0.2604  2.9700
H  3.0649  0.5959  5.1823
H  2.9038  2.2144  4.5453
H  5.4408  0.5015  4.4115
H  5.1727  1.8513  5.5137
H  5.3046  2.1414  3.7708

=====

DFT (ωB97M-V/def2-TZVPD) results for a molecular structure, C25H36N8O2RuS.

The calculation puts the LUMO energy (spin up / spin down) at -8.61 / -9.04 eV. The net charge is +3. For the energy above the lowest of the compared OMol25 structures with the same formula, charge and spin, the calculation gives 0.0000 eV. The highest occupied orbital energy (spin up / spin down) is -15.87 / -15.83 eV. As for the spin multiplicity: 2. The HOMO-LUMO gap (spin up / spin down) comes out at 7.26 / 6.80 eV.

Element x y z (Å)
Ru  -0.2907  -1.3508  -0.9861
C  -2.0779  1.1628  5.5072
C  -1.8929  0.9310  4.0352
C  -2.2726  1.8448  3.0848
C  -2.1436  1.5948  1.7001
C  -2.6584  2.5356  0.7639
N  -2.6157  3.8329  0.8729
C  -1.7348  4.6563  1.7361
C  -0.2953  4.1415  1.7654
C  0.3095  3.9951  0.3627
N  1.0026  2.7199  0.1514
C  2.2260  2.6393  -0.2858
C  2.8855  1.4808  -0.7613
C  4.1821  1.6760  -1.2879
C  4.8852  0.6818  -1.9300
C  6.2666  0.8880  -2.4800
C  4.2335  -0.5468  -2.0424
C  2.9481  -0.7957  -1.5568
C  2.4795  -2.1640  -1.6358
N  1.2958  -2.6141  -1.4247
C  1.1929  -4.1000  -1.3578
C  0.2066  -4.5679  -0.3122
C  0.3017  -3.7576  0.9553
N  -0.3027  -2.4049  0.8115
C  -0.6332  -1.8736  1.9273
C  -1.1973  -0.5690  2.2039
C  -1.3533  -0.2673  3.5528
C  -1.5985  0.3693  1.2098
O  -1.4638  0.1987  -0.0624
C  2.2415  0.2094  -0.8500
O  1.0862  0.0261  -0.2896
H  -2.3162  2.2043  5.7158
H  -1.1741  0.9088  6.0601
H  -2.8910  0.5506  5.8987
H  -2.7457  2.7641  3.4079
H  -3.1521  2.1705  -0.1320
H  -3.1481  4.3557  0.1886
H  -2.1514  4.7283  2.7384
H  -1.7771  5.6562  1.3060
H  -0.2469  3.1855  2.2832
H  0.2908  4.8350  2.3674
H  1.0137  4.7951  0.1401
H  -0.4680  4.0471  -0.4021
H  0.4807  1.8442  0.2106
H  2.7655  3.5804  -0.3460
H  4.6324  2.6574  -1.1840
H  6.6466  1.8754  -2.2262
H  6.2741  0.7945  -3.5659
H  6.9599  0.1509  -2.0752
H  4.7558  -1.3655  -2.5276
H  3.2554  -2.8981  -1.8506
H  2.1818  -4.4641  -1.0769
H  0.9582  -4.4857  -2.3487
H  0.4376  -5.6106  -0.0894
H  -0.8192  -4.5486  -0.6780
H  1.3477  -3.6263  1.2474
H  -0.2136  -4.2664  1.7688
H  -0.4815  -2.4758  2.8234
H  -1.0407  -1.0134  4.2764
N  -3.1797  -1.3819  -1.2098
N  -3.7581  -2.3998  -1.9545
C  -2.9483  -3.1433  -2.7104
N  -3.4786  -4.0558  -3.5110
S  -1.2543  -2.9509  -2.6808
H  -3.4346  -1.4577  -0.2317
H  -3.4619  -0.4738  -1.5611
H  -4.7598  -2.5433  -1.9533
H  -4.4748  -4.1737  -3.6192
H  -2.8769  -4.6533  -4.0553
N  -0.2477  -0.0964  -2.7272
H  0.5516  -0.2654  -3.3356
H  -0.1984  0.8770  -2.4368
H  -1.0657  -0.2035  -3.3213

=====

DFT (ωB97M-V/def2-TZVPD) results for a molecular structure, C25H37BN7V.

The calculation puts the LUMO energy (spin up / spin down) at 0.50 / 0.50 eV. The highest occupied orbital energy (spin up / spin down) is -5.39 / -4.83 eV. As for the spin multiplicity: 3. The HOMO-LUMO gap (spin up / spin down) comes out at 5.89 / 5.33 eV.

Element x y z (Å)
V  0.7502  -0.2210  -1.1631
C  -3.0660  -2.2552  -2.3136
C  -2.9490  -1.5900  -0.9824
C  -4.0097  -1.4099  -0.0759
C  -3.4799  -0.7016  0.9786
C  -4.2181  -0.1680  2.1656
N  -2.1707  -0.5034  0.7014
N  -1.8423  -1.0326  -0.5061
B  -1.1625  0.4117  1.4130
N  0.0729  -0.4712  1.8722
N  1.2152  -0.7820  1.1584
C  1.7748  -1.8995  1.6667
C  2.9978  -2.5336  1.1096
C  0.9731  -2.3259  2.7111
C  -0.0748  -1.4265  2.8060
C  -1.2037  -1.4850  3.7718
N  -0.8866  1.5701  0.4233
N  -0.3329  1.3850  -0.8018
C  -0.5334  2.4962  -1.5123
C  -0.0082  2.6601  -2.8990
C  -1.2302  3.4228  -0.7250
C  -1.4385  2.8008  0.4905
C  -2.1676  3.3477  1.6711
H  -4.1203  -2.3968  -2.5492
H  -2.6056  -1.6475  -3.0894
H  -2.5854  -3.2330  -2.3215
H  -5.0290  -1.7430  -0.1866
H  -5.2557  -0.4875  2.0961
H  -3.8129  -0.5257  3.1114
H  -4.1969  0.9219  2.1879
H  -1.6306  0.8695  2.4093
H  3.2302  -2.1233  0.1289
H  3.8562  -2.3720  1.7613
H  2.8403  -3.6080  1.0256
H  1.1245  -3.2001  3.3215
H  -1.0188  -2.2862  4.4839
H  -1.3071  -0.5417  4.3076
H  -2.1394  -1.6945  3.2559
H  0.2118  1.6879  -3.3370
H  -0.7329  3.1802  -3.5245
H  0.9124  3.2481  -2.8937
H  -1.5497  4.4135  -1.0017
H  -2.4040  4.3934  1.4876
H  -3.1048  2.8127  1.8296
H  -1.5768  3.2715  2.5840
C  0.7326  -0.8089  -4.5318
C  1.8174  -0.4413  -3.7935
C  2.0854  -1.0096  -2.5033
C  1.2006  -2.0820  -2.0448
C  0.1801  -2.5363  -2.9298
C  -0.0946  -1.8968  -4.1021
H  0.5338  -0.3340  -5.4853
H  2.5105  0.2969  -4.1840
H  3.1195  -0.9779  -2.1607
H  1.5478  -2.7897  -1.2962
H  -0.3781  -3.4259  -2.6615
H  -0.8957  -2.2386  -4.7458
C  3.9756  0.4979  1.3851
C  2.6901  1.1189  0.8216
C  2.0493  1.9570  1.9395
C  3.0490  2.0288  -0.3517
N  1.7779  0.0976  0.2733
H  4.6458  1.2935  1.7140
H  4.4853  -0.0962  0.6257
H  3.7565  -0.1318  2.2493
H  2.7365  2.7533  2.2302
H  1.8429  1.3449  2.8208
H  1.1165  2.4088  1.6061
H  3.7719  2.7815  -0.0350
H  2.1523  2.5242  -0.7232
H  3.4760  1.4375  -1.1636

=====

DFT (ωB97M-V/def2-TZVPD) results for 3 unconnected molecules or ions with the total composition C25H37BrN3O12P.

The calculation puts the LUMO energy at -0.70 eV. The highest occupied orbital energy is -8.45 eV. As for the spin multiplicity: 1. The HOMO-LUMO gap comes out at 7.75 eV. Its structure (SMILES) is CCc1c(CC(=O)OC(C)=O)c(COO)c2ncc(CNC)nc2c1P(O)Br.CCOC(=O)OC.CCOC(=O)OC.

Element x y z (Å)
C  -0.4387  -1.9393  -3.1817
C  -0.8350  -2.0426  -1.6999
C  -0.1712  -0.9508  -0.9002
C  -0.7068  0.3818  -0.9312
C  -1.9390  0.6562  -1.7713
C  -3.1664  1.0489  -0.9992
O  -3.7101  2.0914  -1.1075
O  -3.7047  0.0649  -0.1802
C  -3.0722  -0.0388  1.0699
C  -3.3397  1.0536  2.0369
O  -2.3991  -0.9754  1.2937
C  -0.0779  1.3819  -0.2115
C  -0.5617  2.8027  -0.2694
O  -0.1327  3.5034  -1.4607
O  1.0266  2.8956  -2.0139
C  1.0845  1.1104  0.5566
N  1.6811  2.1304  1.2408
C  2.7597  1.8214  1.8992
C  3.3060  0.5199  1.9239
C  4.5801  0.2419  2.6843
N  5.5663  1.3187  2.6602
C  5.7027  2.1016  3.8931
N  2.7421  -0.4748  1.2985
C  1.6068  -0.1888  0.5930
C  0.9649  -1.2242  -0.1445
P  1.8012  -2.8742  -0.0042
O  1.8042  -3.3627  -1.5846
Br  0.2072  -4.1395  0.9328
H  -1.0369  -1.1758  -3.6707
H  0.5963  -1.6419  -3.2892
H  -0.5887  -2.8733  -3.7079
H  -0.6221  -3.0147  -1.2899
H  -1.9081  -1.9004  -1.6156
H  -1.7275  1.4747  -2.4515
H  -2.2217  -0.1918  -2.3745
H  -3.4460  2.0172  1.5543
H  -4.2671  0.8742  2.5740
H  -2.5316  1.0663  2.7552
H  -0.1932  3.3653  0.5795
H  -1.6365  2.8591  -0.2512
H  1.7418  3.4661  -1.7018
H  3.2542  2.6028  2.4572
H  5.0106  -0.6331  2.2013
H  4.3581  -0.0630  3.7017
H  5.4089  1.9242  1.8703
H  5.4217  1.4980  4.7469
H  6.7451  2.3683  4.0344
H  5.0866  3.0011  3.8837
H  2.4506  -2.7849  -2.0130
C  7.6226  -3.7224  -5.0965
C  8.2670  -3.3508  -3.7786
O  8.0155  -1.9795  -3.4336
C  6.8167  -1.7338  -2.9152
O  5.9567  -2.5454  -2.6891
O  6.7290  -0.4251  -2.6694
C  5.4672  -0.0286  -2.1364
H  7.9362  -3.0327  -5.8809
H  7.9069  -4.7345  -5.3831
H  6.5365  -3.6773  -5.0267
H  9.3497  -3.4333  -3.8499
H  7.9344  -4.0028  -2.9719
H  5.2115  -0.6188  -1.2578
H  4.6920  -0.1306  -2.8956
H  5.5549  1.0167  -1.8538
C  -11.0419  1.6096  3.4351
C  -9.8942  2.4157  2.8665
O  -8.6312  1.7718  3.0925
C  -8.3438  0.7750  2.2583
O  -9.0193  0.3993  1.3376
O  -7.1578  0.2739  2.6087
C  -6.7305  -0.8378  1.8179
H  -10.8689  1.3938  4.4901
H  -11.9760  2.1622  3.3373
H  -11.1480  0.6596  2.9130
H  -9.8196  3.3767  3.3716
H  -10.0273  2.6069  1.8024
H  -6.7564  -0.5980  0.7576
H  -7.3483  -1.7104  2.0222
H  -5.7063  -1.0517  2.1116

=====

Results for max |F|: 0.6 0.2 2.2 0.5 3.5 1.5 (in eV Å⁻¹, following the order of the records).
Results for energy: -51398.6030 -64388.7396 -103444.3711 -55920.3878 -63319.7454 -134895.1549 (in eV, following the order of the records).